DFT (wB97M-V/def2-TZVPD) results for a structure of composition C71H133B2F6Hg2N7O23P.

Each line ends with the Löwdin charge.
CARTESIAN COORDINATES (ANGSTROEM)
Hg 5.764 0.280 3.182  1.408
Hg 0.590 -3.701 -2.796  1.420
O 0.264 -1.402 -2.441  0.028
C 0.372 -0.630 -1.503  -0.326
O 1.423 0.019 -1.057  0.275
B 1.081 0.515 0.284  -0.847
O -0.351 0.284 0.466  0.293
C -0.760 -0.400 -0.521  -0.385
O -1.916 -0.755 -0.760  0.114
O 1.413 1.962 0.459  0.239
C 2.226 2.169 1.451  -0.370
O 2.730 3.247 1.717  0.151
C 2.632 0.787 1.956  -0.341
O 1.930 -0.114 1.314  0.267
O 3.551 0.598 2.728  0.035
O 4.369 -4.308 -0.411  0.149
C 4.516 -3.143 -0.799  -0.291
O 5.549 -2.290 -0.603  0.233
B 5.233 -1.032 -1.310  -0.840
O 4.157 -1.342 -2.280  0.266
C 3.655 -2.495 -1.945  -0.287
O 2.659 -3.009 -2.484  -0.030
O 4.802 0.040 -0.378  0.183
C 5.971 0.752 0.029  -0.240
O 6.136 1.423 1.060  0.056
C 7.049 0.368 -0.960  -0.362
O 6.518 -0.444 -1.856  0.224
O 8.200 0.861 -0.954  0.141
P 5.666 -2.991 3.485  0.242
F 6.720 -2.570 2.321  -0.163
F 4.707 -1.723 3.090  -0.231
F 4.916 -3.864 2.314  -0.161
F 4.514 -3.375 4.541  -0.131
F 6.486 -4.321 3.899  -0.125
F 6.524 -1.948 4.503  -0.213
C -4.909 1.008 3.481  -0.010
C -5.288 -0.113 2.447  -0.434
C -6.252 -1.168 3.030  -0.117
C -7.787 -0.753 3.011  -0.140
C -8.192 -0.044 1.664  -0.123
C -7.256 1.082 1.170  -0.470
N -5.892 0.490 1.235  -0.144
O -5.069 1.364 0.655  -0.032
C -7.627 1.446 -0.321  -0.020
C -7.452 2.397 1.966  -0.038
C -3.970 -0.917 2.036  -0.014
H -4.425 0.689 4.404  0.051
H -5.781 1.571 3.813  0.070
H -4.101 1.596 3.045  0.071
H -6.153 -2.210 2.723  0.107
H -6.029 -1.127 4.096  0.104
H -8.082 -0.201 3.903  0.100
H -8.338 -1.684 3.146  0.099
H -9.111 0.348 2.100  0.105
H -8.576 -0.601 0.809  0.110
H -7.057 2.364 -0.465  0.062
H -7.250 0.722 -1.043  0.071
H -8.704 1.606 -0.382  0.092
H -6.701 3.161 1.766  0.086
H -8.379 2.892 1.679  0.082
H -7.613 2.209 3.028  0.069
H -4.160 -1.727 1.332  0.061
H -3.524 -1.320 2.945  0.069
H -3.205 -0.273 1.602  0.054
H -4.881 0.898 -0.163  0.080
C -4.129 3.010 -4.639  -0.019
C -3.786 2.263 -3.362  -0.457
C -2.544 1.358 -3.589  -0.128
C -1.198 2.175 -3.665  -0.129
C -1.053 2.949 -2.328  -0.122
C -2.239 3.847 -1.935  -0.456
N -3.515 3.149 -2.179  -0.097
O -4.688 3.858 -1.856  0.001
C -2.105 4.257 -0.461  -0.019
C -2.083 5.243 -2.772  -0.005
C -4.915 1.187 -3.028  -0.025
H -4.077 2.312 -5.475  0.084
H -3.380 3.784 -4.804  0.072
H -5.155 3.372 -4.573  0.088
H -2.526 0.643 -2.767  0.091
H -2.596 0.839 -4.546  0.107
H -1.211 2.805 -4.555  0.109
H -0.325 1.535 -3.790  0.095
H -0.203 3.632 -2.325  0.090
H -0.834 2.204 -1.564  0.107
H -2.635 5.177 -0.213  0.086
H -2.570 3.399 0.026  0.084
H -1.065 4.409 -0.174  0.085
H -1.947 5.172 -3.852  0.062
H -3.027 5.771 -2.639  0.077
H -1.197 5.765 -2.412  0.057
H -4.712 0.658 -2.097  0.053
H -5.086 0.483 -3.843  0.075
H -5.883 1.671 -2.899  0.073
H -5.016 3.348 -1.112  0.075
C 2.310 -3.588 -7.424  -0.003
C 1.268 -3.089 -6.353  -0.435
C 0.033 -2.600 -7.172  -0.149
C -0.843 -3.686 -7.776  -0.183
C -1.211 -4.821 -6.859  -0.132
C -0.078 -5.318 -5.925  -0.427
N 0.798 -4.125 -5.398  -0.064
O 1.860 -4.672 -4.604  -0.107
C -0.779 -5.976 -4.747  -0.060
C 0.752 -6.405 -6.677  -0.007
C 1.743 -1.767 -5.590  -0.004
H 2.595 -2.859 -8.183  0.098
H 1.931 -4.435 -7.997  0.064
H 3.264 -3.865 -6.976  0.084
H -0.636 -1.976 -6.579  0.104
H 0.301 -1.880 -7.945  0.131
H -0.230 -4.021 -8.613  0.107
H -1.695 -3.236 -8.286  0.126
H -1.457 -5.653 -7.519  0.127
H -2.165 -4.560 -6.401  0.093
H -1.480 -6.756 -5.045  0.112
H -0.013 -6.378 -4.084  0.077
H -1.307 -5.277 -4.099  0.042
H 0.881 -6.248 -7.747  0.084
H 1.726 -6.528 -6.202  0.082
H 0.182 -7.333 -6.629  0.097
H 0.951 -1.237 -5.061  0.069
H 2.255 -1.103 -6.285  0.095
H 2.490 -2.084 -4.862  0.059
H 2.487 -5.038 -5.232  0.093
C -3.069 -2.496 -4.471  -0.003
C -3.831 -3.274 -3.308  -0.395
C -4.859 -4.289 -3.938  -0.100
C -5.510 -5.353 -2.951  -0.149
C -4.466 -6.163 -2.212  -0.142
C -3.402 -5.177 -1.604  -0.443
N -2.866 -4.127 -2.537  -0.100
O -1.894 -3.360 -1.866  -0.093
C -4.014 -4.581 -0.240  0.000
C -2.287 -6.142 -1.256  -0.065
C -4.636 -2.270 -2.349  0.008
H -3.687 -1.671 -4.824  0.076
H -2.816 -2.980 -5.415  0.047
H -2.118 -2.052 -4.177  0.062
H -5.616 -3.710 -4.467  0.116
H -4.376 -4.692 -4.828  0.098
H -6.074 -6.078 -3.537  0.113
H -6.107 -4.838 -2.198  0.098
H -4.072 -6.994 -2.796  0.122
H -5.013 -6.519 -1.339  0.119
H -5.036 -4.243 -0.411  0.066
H -4.123 -5.390 0.482  0.090
H -3.356 -3.833 0.203  0.070
H -1.693 -6.459 -2.113  0.062
H -1.538 -5.837 -0.526  0.081
H -2.654 -7.094 -0.873  0.094
H -5.033 -1.462 -2.964  0.056
H -3.905 -1.843 -1.662  0.054
H -5.477 -2.701 -1.806  0.074
H -2.360 -2.817 -1.226  0.050
C 1.782 6.294 -2.512  -0.037
C 3.175 5.685 -2.916  -0.431
C 4.109 5.800 -1.663  -0.122
C 5.353 4.855 -1.654  -0.154
C 4.830 3.428 -1.927  -0.115
C 3.979 3.241 -3.246  -0.453
N 2.898 4.237 -3.183  -0.149
O 1.817 3.940 -3.988  -0.009
C 4.847 3.399 -4.499  -0.028
C 3.348 1.835 -3.158  -0.014
C 3.824 6.359 -4.143  -0.025
H 1.077 6.512 -3.313  0.075
H 1.949 7.250 -2.016  0.080
H 1.144 5.809 -1.773  0.065
H 4.441 6.819 -1.469  0.114
H 3.556 5.704 -0.728  0.110
H 5.762 4.965 -0.650  0.103
H 6.210 5.123 -2.273  0.104
H 4.224 3.176 -1.056  0.111
H 5.708 2.782 -1.912  0.108
H 4.370 3.781 -5.401  0.090
H 5.809 3.859 -4.273  0.077
H 5.241 2.430 -4.804  0.076
H 4.094 1.118 -2.816  0.064
H 2.563 1.792 -2.402  0.074
H 2.971 1.423 -4.094  0.086
H 3.339 6.227 -5.111  0.081
H 4.796 5.904 -4.336  0.064
H 3.769 7.441 -4.022  0.084
H 1.136 3.815 -3.324  0.049
C 5.709 1.475 7.696  -0.009
C 4.823 1.126 6.458  -0.410
C 3.321 1.738 6.662  -0.094
C 3.220 3.265 6.569  -0.179
C 3.907 3.690 5.342  -0.161
C 5.310 3.217 5.005  -0.494
N 5.438 1.749 5.250  -0.113
O 6.774 1.309 5.015  -0.080
C 5.475 3.430 3.516  -0.044
C 6.348 4.114 5.716  -0.021
C 4.755 -0.450 6.375  -0.031
H 5.195 1.122 8.590  0.099
H 5.737 2.563 7.763  0.065
H 6.706 1.064 7.542  0.084
H 2.752 1.472 5.772  0.087
H 2.813 1.287 7.515  0.113
H 3.692 3.753 7.422  0.115
H 2.155 3.487 6.510  0.115
H 3.939 4.777 5.277  0.135
H 3.277 3.410 4.496  0.120
H 4.960 4.349 3.238  0.107
H 6.553 3.439 3.359  0.095
H 4.972 2.651 2.943  0.030
H 6.140 5.110 5.324  0.094
H 6.195 4.479 6.732  0.085
H 7.400 3.856 5.591  0.089
H 4.049 -0.801 5.623  0.062
H 4.283 -0.800 7.293  0.083
H 5.710 -0.963 6.494  0.079
H 7.328 1.707 5.690  0.097
C -1.046 0.877 3.980  -0.005
C -0.830 0.264 5.426  -0.445
C -2.175 -0.358 5.872  -0.155
C -2.164 -1.036 7.213  -0.179
C -1.187 -2.163 7.026  -0.155
C 0.245 -1.759 6.587  -0.475
N 0.195 -0.773 5.436  -0.085
O 1.475 -0.442 4.890  -0.018
C 1.035 -1.200 7.740  -0.034
C 0.925 -3.083 6.161  -0.035
C -0.409 1.457 6.391  -0.009
H -0.187 1.490 3.707  0.071
H -1.936 1.500 3.896  0.074
H -1.209 0.072 3.264  0.072
H -2.995 0.358 5.924  0.106
H -2.429 -1.032 5.054  0.111
H -3.147 -1.478 7.375  0.119
H -1.881 -0.440 8.080  0.115
H -1.611 -2.972 6.431  0.123
H -1.013 -2.554 8.028  0.120
H 0.391 -0.602 8.385  0.074
H 1.480 -1.968 8.373  0.097
H 1.758 -0.579 7.212  0.055
H 0.845 -3.899 6.880  0.087
H 0.475 -3.574 5.298  0.082
H 1.982 -2.889 5.980  0.071
H -0.113 1.209 7.411  0.065
H -1.169 2.235 6.461  0.083
H 0.409 1.964 5.880  0.052
H 1.355 -0.723 3.980  0.088

- Total charge: +1
- Spin multiplicity: 1
- M: 2020.64 g/mol
- Electronic energy: -6195.83838 Eh